# C9H22BiClI2N2P2

A structure of composition C9H22BiClI2N2P2 at a distorted geometry (the ωB97M-V functional and the def2-TZVPD basis, the Open Molecules 2025 dataset).

Geometry (Å):
Bi  -0.0005  -0.0359  -0.3043
I  -0.0109  2.9717  -0.1187
I  -0.0076  -3.0070  0.2472
Cl  0.0014  -0.1759  -2.8442
P  2.7523  0.0069  -0.3396
P  -2.7558  -0.0091  -0.3390
N  0.0300  0.1956  2.5657
N  -0.1168  -0.9059  3.3474
C  0.0912  0.7786  4.7501
C  -3.3710  -1.5069  -1.1617
C  3.3603  1.4324  -1.2872
C  -0.0925  -0.5990  4.6699
C  -3.3709  1.4150  -1.2845
C  3.4923  0.0852  1.3167
C  0.1533  1.2295  3.4205
C  3.3732  -1.4906  -1.1576
C  -3.5040  0.0654  1.3144
H  2.8207  1.4885  -2.2439
H  0.2760  2.2337  3.0497
H  -3.2271  -0.8370  1.8786
H  -4.4467  -1.3874  -1.3481
H  2.8450  -1.6262  -2.1128
H  -0.2111  -1.3539  5.4345
H  -2.8385  -1.6403  -2.1149
H  3.1863  -2.3644  -0.5208
H  -0.2214  -1.8154  2.8901
H  3.1820  -0.7986  1.8921
H  -3.1268  0.9562  1.8361
H  4.4349  1.2995  -1.4719
H  3.1420  0.9951  1.8244
H  0.1804  1.3808  5.6335
H  3.1785  2.3555  -0.7231
H  -4.4459  1.2797  -1.4642
H  -3.1880  2.3385  -0.7214
H  -4.5973  0.1239  1.2162
H  4.5873  0.1045  1.2237
H  -2.8355  1.4719  -2.2434
H  4.4494  -1.3694  -1.3394
H  -3.1849  -2.3810  -0.5252

Cartesian forces (eV/Å) of the 6 atoms listed first:
0.02 0.29 -0.19
0.01 -1.05 -0.01
0.00 1.06 -0.11
0.00 0.04 1.19
1.26 -0.06 -0.08
-1.28 -0.06 -0.11

Computed properties:
Net charge: +2
Gap between HOMO and LUMO (alpha / beta) in eV: 5.23 / 5.38
E in eV: -65797.490
LUMO level (alpha / beta) in Ha: -0.376 / -0.370


# C9H22Br3KN2NaO2

A structure of composition C9H22Br3KN2NaO2 at a distorted geometry (the ωB97M-V functional and the def2-TZVPD basis, the Open Molecules 2025 dataset).

Geometry (Å):
Br  5.4667  -3.3270  -3.1480
Br  3.9073  -4.1342  -0.4625
Br  5.2066  -6.4099  -2.3040
K  2.0235  -5.2509  0.2858
Na  4.3168  -1.6725  1.5886
O  -2.7636  -1.1541  2.0198
O  4.6619  -0.4028  -0.1923
N  -0.4379  3.6359  -0.3697
N  -3.3980  2.7229  0.3494
C  -4.3077  -0.8392  0.2771
C  1.9604  2.9114  0.2792
C  5.3571  -4.5840  -1.6885
C  1.0088  3.5391  -0.8118
C  -3.9573  -1.6108  1.5602
C  2.1981  1.3515  0.1452
C  -1.1775  2.3520  -0.6100
C  -2.3084  2.0393  0.4449
C  -3.8127  -3.1066  1.2112
H  1.5597  0.8508  0.9314
H  -4.8528  -1.5370  2.2121
H  4.5625  -1.3381  -0.0862
H  -0.4723  1.4754  -0.5928
H  -0.4909  3.9679  0.6022
H  -0.8408  4.3572  -0.9828
H  -3.3166  3.3843  -0.4393
H  1.1106  2.9503  -1.7602
H  -2.1552  1.2297  1.2211
H  -3.0223  -3.2768  0.4745
H  1.7946  1.0216  -0.8472
H  -4.7475  -3.4998  0.7862
H  1.4024  4.5663  -1.0535
H  -4.4397  0.2251  0.4869
H  -1.6303  2.3321  -1.6391
H  6.2821  -4.5071  -1.1256
H  -3.5313  -0.9418  -0.4907
H  -5.2479  -1.2051  -0.1602
H  -3.5830  -3.7037  2.0987
H  1.4713  3.0863  1.2790
H  2.9277  3.4725  0.2441
H  3.2756  1.0299  0.2670

Cartesian forces (eV/Å) of the 6 atoms listed first:
-0.17 -0.32 0.50
5.40 3.05 -2.22
-0.18 0.40 0.27
-6.13 -3.38 2.32
0.07 0.72 1.05
0.27 0.60 0.72

Computed properties:
Net charge: +1
Gap between HOMO and LUMO in eV: 2.41
E in eV: -247619.297
LUMO level in Ha: -0.168